This record from the OMol25 dataset describes C7H14N2 in the gas phase in a non-equilibrium geometry. The level of theory is ωB97M-V/def2-TZVPD.

Properties
Relative energy (zero: lowest compared OMol25 entry of this formula, charge and spin) = 51.97 kJ/mol
HOMO-LUMO gap (spin up / spin down) = 0.189 / 0.277 hartree
Molecular weight = 126.20 g mol⁻¹
Highest occupied orbital energy (spin up / spin down) = -0.1482 / -0.3123 Ha
Spin multiplicity = 3

Structure (XYZ):
```
23
Properties=species:S:1:pos:R:3:lowdin_charge:R:1
C -0.149 2.043 -0.638 -0.018
C 0.562 1.241 0.169 -0.131
C -0.911 1.237 -1.719 -0.215
C -0.919 -0.406 2.070 -0.066
C 1.568 -0.973 1.680 -0.030
C -0.109 -0.873 -2.361 -0.166
C 0.089 -0.921 1.079 -0.401
N 0.337 -0.128 -0.072 -0.041
N -0.791 -0.154 -1.338 -0.127
H -0.187 3.055 -0.567 0.059
H 1.151 1.680 1.018 0.126
H -1.979 1.546 -1.818 0.120
H -0.448 1.378 -2.769 0.124
H -0.869 0.627 2.309 0.057
H -1.928 -0.546 1.743 0.065
H -0.927 -0.945 3.088 0.111
H 1.477 -0.549 2.698 0.071
H 2.181 -0.347 1.056 0.054
H 1.945 -1.998 1.853 0.074
H 0.186 -1.974 -2.200 0.106
H -0.745 -0.872 -3.196 0.048
H 0.759 -0.329 -2.743 0.072
H -0.292 -1.790 0.656 0.108
```